DFT (the ωB97M-V functional and the def2-TZVPD basis) results for the molecule C22H26FN3O6S at a distorted geometry.

Structure (ORCA input):
```
! wB97M-V def2-TZVPD RIJCOSX def2/J DEFGRID3
* xyz 0 1
C -3.579 -0.728 -1.999
C -4.315 -0.285 -0.733
C -4.543 -1.483 0.187
C -5.642 0.391 -1.088
N -3.481 0.665 0.006
C -2.971 1.798 -0.485
O -3.206 2.285 -1.574
C -1.994 2.474 0.498
N -0.777 1.690 0.630
C 0.113 1.681 -0.516
C 1.533 2.066 -0.182
C 1.794 3.050 0.758
C 3.094 3.431 1.086
C 4.117 2.792 0.431
C 3.863 1.802 -0.521
C 2.585 1.422 -0.843
O 5.048 1.327 -1.011
C 6.061 2.058 -0.351
O 5.469 2.961 0.559
C -0.721 0.780 1.616
O -1.645 0.600 2.401
C 0.557 -0.035 1.814
N 0.189 -1.385 2.192
S -0.386 -2.223 0.855
O -1.210 -3.296 1.316
O -0.927 -1.313 -0.121
C 1.165 -2.851 0.229
C 1.870 -3.748 1.010
C 3.103 -4.203 0.579
C 3.596 -3.734 -0.629
F 4.797 -4.165 -1.048
C 2.895 -2.839 -1.421
C 1.660 -2.398 -0.978
H -3.426 0.125 -2.655
H -4.158 -1.481 -2.526
H -2.613 -1.144 -1.725
H -3.594 -1.957 0.429
H -5.027 -1.169 1.110
H -5.179 -2.214 -0.304
H -6.274 -0.294 -1.646
H -6.165 0.696 -0.184
H -5.452 1.271 -1.696
H -3.150 0.356 0.910
H -1.740 3.467 0.123
H -2.456 2.555 1.485
H -0.294 2.393 -1.240
H 0.083 0.691 -0.983
H 0.969 3.533 1.256
H 3.291 4.195 1.817
H 2.404 0.659 -1.581
H 6.654 2.617 -1.093
H 6.721 1.364 0.193
H 1.138 0.416 2.625
H 1.175 -0.098 0.923
H -0.520 -1.366 2.918
H 1.439 -4.079 1.941
H 3.683 -4.904 1.157
H 3.316 -2.505 -2.356
H 1.064 -1.714 -1.562
*
```

Computed properties:
LUMO level in eV: 0.41
SMILES: CC(C)(C)NC(=O)CN(Cc1ccc2c(c1)OCO2)C(=O)CNS(=O)(=O)c1ccc(F)cc1
HOMO in hartree: -0.311
Frontier orbital gap in Ha: 0.326

Löwdin atomic charge list, values in e, 8 entries: C -0.03; C -0.58; C -0.03; C -0.03; N 0.14; C -0.47; O 0.06; C -0.04

---

DFT (the ωB97M-V functional and the def2-TZVPD basis) results for the molecule C22H26FN5O at a distorted geometry.

Structure (ORCA input):
```
! wB97M-V def2-TZVPD RIJCOSX def2/J DEFGRID3
* xyz 0 1
O -2.114 -2.261 2.356
C -2.451 -2.676 1.059
C -2.493 -1.533 0.037
C -1.198 -0.705 -0.039
C -0.042 -1.598 -0.506
N 1.163 -0.818 -0.675
C 2.228 -1.564 -1.327
C 1.875 -1.815 -2.753
C 1.689 -3.002 -3.400
C 1.268 -2.719 -4.724
C 1.189 -1.368 -4.837
N 1.567 -0.802 -3.641
C 1.605 0.556 -3.429
N 2.290 1.023 -2.390
C 2.282 2.328 -2.205
C 1.608 3.198 -3.050
C 0.961 2.610 -4.128
N 0.955 1.305 -4.321
C 1.542 -0.270 0.606
C 0.425 0.646 1.081
N -0.832 -0.075 1.235
C -1.863 0.840 1.732
C -1.499 1.399 3.081
C -1.149 2.735 3.233
C -0.814 3.246 4.475
C -0.829 2.398 5.565
F -0.499 2.887 6.781
C -1.178 1.065 5.447
C -1.515 0.572 4.200
H -1.352 -1.661 2.268
H -3.442 -3.135 1.131
H -1.750 -3.451 0.715
H -3.337 -0.880 0.262
H -2.671 -1.964 -0.949
H -1.341 0.076 -0.811
H -0.308 -2.048 -1.465
H 0.121 -2.407 0.228
H 2.418 -2.534 -0.836
H 3.134 -0.956 -1.269
H 1.840 -3.978 -2.979
H 1.049 -3.439 -5.487
H 0.912 -0.743 -5.661
H 2.845 2.683 -1.350
H 1.599 4.263 -2.889
H 0.426 3.194 -4.865
H 2.458 0.311 0.487
H 1.717 -1.061 1.359
H 0.691 1.076 2.049
H 0.315 1.465 0.349
H -2.792 0.280 1.844
H -2.031 1.665 1.018
H -1.140 3.388 2.372
H -0.543 4.282 4.603
H -1.186 0.433 6.321
H -1.803 -0.462 4.092
*
```

Computed properties:
LUMO level in eV: 0.57
SMILES: OCC[C@@H]1CN(Cc2cccn2-c2ncccn2)CCN1Cc1ccc(F)cc1
HOMO in hartree: -0.308
Frontier orbital gap in Ha: 0.329

Löwdin atomic charge list, values in e, 8 entries: O -0.08; C -0.27; C -0.13; C -0.29; C -0.13; N -0.18; C -0.14; C -0.22

---

DFT (the ωB97M-V functional and the def2-TZVPD basis) results for C22H26MnN6O4S2 as an isolated structure at a distorted geometry.

Structure (ORCA input):
```
! wB97M-V def2-TZVPD RIJCOSX def2/J DEFGRID3
* xyz 0 2
Mn 0.404 -0.206 -0.512
C 0.380 0.292 -3.908
C 0.086 1.523 -3.111
C 0.106 2.775 -3.725
C -0.181 3.908 -2.993
C -0.509 3.770 -1.655
C -0.520 2.499 -1.108
N -0.216 1.393 -1.815
C -0.850 2.258 0.308
C -1.427 3.181 1.166
C -1.705 2.788 2.465
C -1.404 1.507 2.886
C -0.813 0.635 1.981
N -0.570 1.020 0.725
C -0.386 -0.739 2.274
C -0.416 -1.256 3.559
C 0.007 -2.559 3.749
C 0.421 -3.290 2.655
C 0.434 -2.713 1.388
C 0.839 -3.533 0.207
N 0.050 -1.442 1.208
H 0.885 0.554 -4.837
H -0.559 -0.206 -4.165
H 1.003 -0.396 -3.336
H 0.369 2.838 -4.771
H -0.144 4.887 -3.451
H -0.720 4.634 -1.043
H -1.666 4.179 0.831
H -2.153 3.488 3.157
H -1.602 1.210 3.904
H -0.725 -0.647 4.394
H 0.012 -2.994 4.740
H 0.752 -4.314 2.762
H 1.493 -4.344 0.525
H 1.344 -2.930 -0.544
H -0.051 -3.984 -0.242
C -1.779 -3.220 -3.168
C -1.485 -2.170 -2.212
N -1.247 -1.348 -1.452
H -2.400 -2.828 -3.971
H -2.297 -4.038 -2.672
H -0.840 -3.585 -3.584
O 4.143 -0.451 -1.508
S 2.885 -0.484 -0.820
O 2.922 -1.095 0.515
O 1.823 -1.253 -1.622
O 2.173 0.847 -0.665
C 4.368 -0.351 5.706
N 3.808 0.812 5.034
C 3.279 0.753 3.771
S 1.900 1.643 3.417
N 3.922 -0.004 2.883
C 5.340 -0.313 2.940
H 3.951 -0.422 6.710
H 5.456 -0.308 5.789
H 4.100 -1.260 5.167
H 3.300 1.458 5.615
H 3.494 -0.184 1.969
H 5.541 -1.330 3.284
H 5.850 0.392 3.595
H 5.746 -0.208 1.935
*
```

Computed properties:
LUMO level (spin up / spin down) in eV: -0.15 / -0.10
HOMO (spin up / spin down) in hartree: -0.269 / -0.268
Frontier orbital gap (spin up / spin down) in Ha: 0.263 / 0.264

Löwdin atomic charge list, values in e, 8 entries: Mn 0.60; C -0.02; C -0.27; C -0.01; C -0.04; C 0.00; C -0.18; N 0.10

---

DFT (the ωB97M-V functional and the def2-TZVPD basis) results for C22H26N2O4 as an isolated structure at a distorted geometry.

Structure (ORCA input):
```
! wB97M-V def2-TZVPD RIJCOSX def2/J DEFGRID3
* xyz 0 1
C 1.889 2.571 0.483
C 2.732 1.721 -0.192
C 4.010 1.795 -0.100
C 5.158 1.013 -0.740
N 4.538 0.009 -1.203
C 3.335 -0.240 -1.600
C 2.931 -1.340 -2.361
C 1.401 -1.239 -2.880
C 0.560 -0.313 -2.381
C 0.976 0.649 -1.436
C 2.349 0.622 -1.339
H 0.332 1.414 -1.264
O -0.804 -0.261 -2.554
C -1.808 -0.694 -1.853
O -2.941 -0.263 -2.117
C -1.292 -1.286 -0.378
N -2.315 -0.691 0.723
C -2.245 0.549 1.057
O -1.595 1.379 0.645
C -3.461 0.679 1.898
C -3.009 1.173 3.292
C -2.266 -0.330 3.864
C -3.400 -1.438 3.938
C -4.550 -1.275 3.168
H -5.446 -0.291 3.461
H -5.245 -2.073 3.031
C -4.263 -0.431 1.974
C -3.516 -1.486 0.857
O -3.480 -2.677 0.801
H -5.228 -0.422 1.314
H -2.956 -2.260 3.574
H -3.699 -1.371 5.021
H -2.042 0.022 4.914
H -1.489 -0.376 3.414
H -2.243 1.920 3.349
H -3.947 1.286 3.805
H -4.154 1.806 1.491
H -1.439 -2.533 -0.398
H -0.376 -0.964 -0.168
H 1.151 -2.248 -3.574
H 3.450 -2.116 -2.736
H 5.349 -1.069 -1.814
C 6.404 0.534 0.214
H 5.937 -0.005 1.122
H 7.085 -0.041 -0.422
H 6.676 1.399 0.736
C 5.813 1.798 -1.780
H 6.240 2.711 -1.337
H 5.002 2.140 -2.744
H 6.723 1.164 -2.519
H 4.547 2.604 0.539
H 2.379 3.290 1.124
H 0.903 2.127 0.916
H 1.428 3.252 -0.160
*
```

Computed properties:
LUMO level in eV: 0.16
HOMO in hartree: -0.285
Frontier orbital gap in Ha: 0.291

Löwdin atomic charge list, values in e, 8 entries: C -0.08; C -0.22; C 0.00; C -0.72; N 0.04; C -0.34; C 0.07; C 0.05

---

| no. | E (eV) |
| --- | --- |
| 1 | -53544.4876 |
| 2 | -35451.3801 |
| 3 | -93359.6271 |
| 4 | -34390.0491 |